No. 1
{"formula": "C5H11NO", "method": "ωB97M-V/def2-TZVPD", "species": ["H", "N", "H", "C", "C", "H", "H", "H", "H", "H", "C", "H", "C", "O", "C", "H", "H", "H"], "positions_angstrom": [[-1.4782, 2.1231, -0.0010], [-0.9427, 0.0950, -0.0409], [-0.8836, 1.4719, 1.5565], [-0.7587, 1.4571, 0.4765], [0.4374, -0.8795, 1.9901], [-0.4027, -1.9890, 0.4463], [-0.5409, -0.8779, -2.0974], [-1.9335, -0.1513, -0.0250], [0.2491, 1.8144, 0.2689], [1.0558, -1.5892, 2.5241], [0.0726, -0.1907, -1.5145], [0.5012, 0.0286, 2.5753], [0.0981, -1.0448, 0.6564], [0.3947, 0.9828, -2.1481], [1.0971, -0.7781, -0.6297], [1.8647, -0.0499, -0.3736], [1.5220, -1.7111, -0.9867], [-0.3523, 1.2885, -2.6774]], "orbital_gap_ev": 5.431, "de_lowest_kj_mol": 551.56, "e_tot_ha": -326.9213, "homo_energy_ev": -5.2}

No. 2
{"formula": "C28H27AsFeN4O", "method": "ωB97M-V/def2-TZVPD", "species": ["C", "H", "H", "N", "C", "C", "C", "H", "H", "H", "H", "H", "C", "H", "C", "H", "O", "C", "C", "C", "N", "H", "C", "H", "H", "C", "H", "H", "Fe", "N", "N", "C", "C", "H", "H", "H", "C", "C", "H", "C", "H", "C", "C", "H", "H", "C", "C", "C", "H", "C", "H", "H", "C", "C", "H", "H", "C", "C", "C", "As", "H", "C"], "positions_angstrom": [[0.5777, -2.2086, 4.3643], [1.8497, 0.5507, 2.8712], [-0.6552, -3.6223, 3.3141], [0.6265, -0.6633, -2.0383], [-1.7282, 3.7580, -1.9205], [5.7301, 0.1506, 1.4511], [1.2927, -0.3655, 3.0168], [1.2790, 1.7974, -2.4169], [5.1076, 0.3536, -1.8722], [4.2440, -1.3964, -4.7264], [-4.6732, 2.3783, -1.1843], [-1.7859, -3.3475, -4.8849], [-0.9951, -2.1868, -1.2880], [-2.4277, 4.1178, -2.6742], [7.1004, -0.0231, 1.4049], [0.5993, -2.7516, 5.2984], [-1.0498, 1.3908, -0.2985], [2.3720, 0.4777, 0.2074], [3.5809, -0.6892, -4.2494], [-1.5640, -3.0129, -3.8815], [-0.7708, -2.4112, 1.0172], [4.6565, 1.0239, -4.9470], [-0.1149, -2.6901, 3.2905], [-2.5004, -3.5685, -0.6657], [7.5555, 0.0448, -1.9446], [7.0438, 0.0792, -0.9924], [-3.1626, 1.2701, -3.6108], [-0.0341, -1.6452, -4.5210], [0.6231, -0.2168, -0.0725], [0.6643, -0.8291, 1.9367], [-0.5630, -1.7142, -0.0841], [-2.3929, 0.8387, -2.9754], [2.5104, -1.1571, -3.5148], [-3.8076, 2.8281, 0.3055], [-0.7111, 3.7914, -2.3114], [7.6575, -0.1376, 2.3252], [-1.9791, -3.1469, -1.5114], [-0.0958, -1.9718, 2.0700], [2.3398, -2.2187, -3.4095], [1.9246, 1.1141, -2.9595], [-2.6761, -0.1716, -2.6802], [3.8183, 0.6720, -4.3645], [1.2671, -0.9904, 4.2435], [3.1831, 2.6322, -3.7765], [8.8328, -0.2020, 0.1551], [5.6751, 0.2548, -0.9577], [-3.8930, 2.0802, -0.4856], [3.5895, 0.4096, 0.2797], [-1.7851, 4.3956, -1.0352], [7.7616, -0.0597, 0.1872], [5.2153, 0.1653, 2.4010], [-3.0424, -4.2752, -2.9795], [-2.2611, -3.5493, -2.8074], [-0.2714, -1.6286, -2.3872], [-4.1473, 1.1222, -0.0332], [-1.4483, 0.7863, -3.5148], [-0.5743, -2.0610, -3.6805], [4.9993, 0.2921, 0.2663], [1.6587, -0.2590, -2.8567], [-2.1520, 1.9253, -1.3652], [1.7754, -0.5529, 5.0880], [2.9876, 1.5712, -3.7075]], "orbital_gap_ev": [5.904, 5.898], "e_tot_ha": -4876.8109, "multiplicity": 5, "homo_energy_ev": [-6.3, -7.0]}

No. 3
{"formula": "C4H13NO2", "method": "ωB97M-V/def2-TZVPD", "species": ["H", "H", "H", "C", "N", "H", "H", "C", "H", "C", "O", "H", "H", "H", "H", "O", "H", "H", "H", "C"], "positions_angstrom": [[0.3832, -1.7069, 1.2092], [0.6815, 2.5399, -0.2321], [-2.3728, 1.1751, -1.6532], [-2.2222, 2.2275, 0.1095], [0.1460, 0.6576, 0.6883], [-0.3779, 0.8855, 1.5246], [3.4469, -3.8105, -2.2452], [-1.8600, 1.2542, -0.7000], [2.0008, 1.3293, -0.0182], [-0.7436, 0.2825, -0.3851], [3.0996, -4.1351, -1.4075], [-0.2107, 0.0197, -1.2991], [-3.0316, 2.8886, -0.1885], [-1.8560, 2.4920, 1.0961], [1.2708, 2.3495, 1.2704], [-0.3851, -2.2824, 1.3137], [2.8731, -5.0551, -1.5785], [-1.1829, -0.6708, -0.1022], [-0.7385, -2.1635, 2.1967], [1.0793, 1.7228, 0.4010]], "orbital_gap_ev": 9.868, "smiles": "C=CCNC.O.O", "de_lowest_kj_mol": 153.04, "e_tot_ha": -365.3842, "homo_energy_ev": -8.9}